The following is a quantum chemistry calculation of a cluster of 5 separate species, C30H52ClF2N4O14P2S in total at a distorted geometry, from OMol25.

```
106
Properties=species:S:1:pos:R:3:forces:R:3:mulliken_charge:R:1
C 0.1272 4.7630 4.9188 -1.5631 0.1729 -2.7418 -0.815
C -0.6983 4.9774 3.7470 2.8981 -1.0574 3.0064 -0.371
C -0.7454 3.8149 2.6551 2.0536 2.7515 0.2790 -0.282
P -2.5016 3.0008 2.3722 1.0343 -0.9930 -3.5956 0.719
Cl -2.8662 4.4646 0.7665 -0.1259 1.9639 -0.8700 -0.361
C -4.2790 2.3125 1.9533 -1.7817 -0.4616 -0.2118 -1.462
C -4.3950 0.7770 1.5365 -1.2073 -0.4952 -0.8369 0.886
C -5.7732 0.0623 2.0629 0.4026 0.3292 1.0231 -0.675
C -5.5555 -1.4566 2.5476 -0.9290 -0.2409 -0.2317 -0.608
C -1.6536 2.0689 0.9456 1.6954 -0.3134 -2.6784 -1.130
C -0.5098 1.0162 1.1840 0.6065 -1.8356 -1.5844 0.151
C 0.5641 1.0472 -0.0573 0.8705 0.6071 0.6038 -0.793
C 2.0136 1.6150 0.4498 -0.2869 0.1890 -0.4238 -0.073
N 3.0252 0.4950 0.3671 1.1750 1.2209 0.4001 -0.340
C 4.0757 0.6028 1.4086 0.6056 -2.0772 1.4051 0.274
N 4.3488 -0.4765 2.1419 -1.0017 2.9482 -2.5098 -0.614
N 4.7743 1.9051 1.5817 -0.8039 -1.7457 0.0552 -0.575
P -2.1240 1.5058 3.9309 0.3394 -1.0694 2.6097 0.010
S -3.6258 0.5910 4.7771 -0.6512 -0.2487 0.3483 -0.403
N -3.1480 4.2641 3.4786 -2.4380 2.4853 2.7180 0.598
C -3.6790 3.9449 4.7590 -5.2189 -0.2724 3.5173 0.232
O -4.8607 3.6549 5.1028 5.6465 1.3835 -2.1806 -0.486
F -2.8408 4.1713 5.9338 -0.6429 -0.4621 -2.8823 -0.314
C -3.9980 5.3016 2.9224 -5.8510 1.0379 -1.1915 0.377
O -5.2375 5.2348 2.6690 6.0682 0.0342 1.3286 -0.509
F -3.5124 6.6769 2.8555 0.2232 -3.1323 0.4791 -0.317
H 1.0581 4.0989 4.7857 -1.9752 0.3906 0.6944 0.205
H -0.1521 5.1797 5.9412 0.9384 0.0569 -1.6821 0.244
H -1.1828 6.0053 3.6825 -0.1588 -2.0176 -0.0772 0.330
H -0.3530 4.3360 1.6941 -0.9388 -1.3262 1.2135 0.377
H 0.0434 3.0511 2.9728 -1.0812 0.8871 -0.3685 -0.101
H -5.0273 2.4972 2.7983 1.2646 -0.1469 -0.9288 0.294
H -4.6918 2.9177 1.0554 0.8811 -0.9410 1.7172 0.467
H -3.5255 0.0934 1.8050 -1.2084 1.3349 -0.0612 -0.554
H -4.4841 0.7302 0.3802 0.4419 0.0970 1.9280 0.292
H -6.6157 0.1098 1.2827 1.3722 -0.0378 0.9744 0.331
H -6.1387 0.6557 2.9873 0.4948 -0.9400 -1.4709 0.253
H -6.5861 -1.9932 2.5449 1.5961 0.7907 -0.0613 0.383
H -5.1918 -1.5066 3.6375 -0.1765 0.1492 -1.8893 0.169
H -4.8677 -2.0503 1.8300 -1.0409 1.0434 1.3154 -0.118
H -1.1013 2.8791 0.3059 -1.0119 -1.1387 1.5897 0.789
H -2.3465 1.6705 0.1009 0.7964 0.3169 1.8645 0.356
H 0.1361 1.0745 2.1168 -1.1258 0.2232 -1.0338 0.611
H -0.9550 -0.0518 1.1447 0.7219 1.8188 0.4860 -0.786
H 0.7788 0.0076 -0.4823 -0.4011 1.3677 0.6536 0.360
H 0.2266 1.7169 -0.9197 0.1409 -0.9347 1.2391 0.391
H 1.9844 1.9980 1.5309 -0.2218 -0.6141 -1.5336 -0.022
H 2.4033 2.4767 -0.1964 -0.8328 -0.9553 0.9076 0.264
H 3.5140 0.6248 -0.5464 -0.4554 -0.2417 0.9721 0.254
H 3.6957 -1.1930 1.7652 0.5501 0.4404 0.2857 0.255
H 4.1822 2.4405 2.2380 0.6764 -0.1404 -0.5022 0.266
H 5.7129 1.7440 2.0066 -1.3809 -0.0455 -0.0399 0.389
H -1.2371 0.4307 3.6478 0.2650 0.9054 -0.4051 0.100
H -1.4424 2.2226 5.0042 0.0352 -0.3368 -1.0484 0.097
C 10.7940 0.9571 1.1999 -0.2330 0.0703 -0.4652 -1.420
C 9.9516 1.5569 2.3058 0.8191 -0.1672 -0.7399 0.469
C 10.2056 0.9462 3.6532 0.4792 0.0519 0.4861 -0.518
O 8.9555 1.1139 4.3088 -0.4286 -0.0019 -0.3529 -0.333
C 8.0033 1.1583 3.3350 -1.0866 -0.1013 0.2175 0.636
O 6.8244 1.0982 3.5356 1.2575 0.1598 -0.0657 -0.535
O 8.5705 1.2776 2.0994 -0.3289 -0.0087 0.6849 -0.293
H 11.8574 0.9844 1.4496 -0.0954 0.0510 0.0519 0.372
H 10.5006 -0.0768 0.9974 0.0383 0.0663 0.2205 0.357
H 10.6437 1.5116 0.2695 0.0873 -0.0278 0.1092 0.349
H 10.0790 2.6448 2.3304 -0.0256 -0.0590 0.1042 0.255
H 10.9982 1.4623 4.1987 -0.2051 -0.0397 0.0748 0.306
H 10.4388 -0.1224 3.6132 -0.0008 0.0499 -0.1731 0.309
C -1.4134 -5.1478 -0.5990 0.0793 0.0777 -0.3915 -1.478
C -1.3161 -3.8486 0.1718 0.2401 -1.1167 -0.3774 0.587
C -2.1700 -3.8150 1.4052 0.0637 -0.2511 0.6331 -0.670
O -2.4585 -2.4296 1.5430 0.1170 0.3579 -0.5485 -0.184
C -2.3894 -1.8869 0.2957 -0.3813 0.9143 -0.4064 0.481
O -2.7624 -0.7835 0.0140 0.6680 -1.6556 -0.3491 -0.346
O -1.8399 -2.7660 -0.5919 -0.2331 0.5344 0.4569 -0.256
H -1.2094 -6.0091 0.0422 0.0266 0.1260 0.0508 0.413
H -2.4011 -5.2655 -1.0510 0.0922 0.0051 0.2236 0.263
H -0.6925 -5.1512 -1.4211 -0.0743 -0.0633 0.0983 0.352
H -0.2690 -3.6251 0.4056 -0.0840 0.0800 0.0958 0.186
H -1.6412 -4.1871 2.2850 -0.1095 0.2110 -0.0085 0.343
H -3.1137 -4.3598 1.3005 0.0782 -0.0311 -0.1484 0.318
C -2.5757 -2.0764 -4.0156 0.1999 0.1579 0.6385 -1.593
C -2.5496 -3.5188 -4.4783 0.0783 1.3987 -0.0546 0.777
C -3.7414 -3.9059 -5.3034 -0.1872 0.1817 -0.7363 -0.427
O -3.8627 -5.2991 -5.0346 0.1860 -0.4082 0.7073 -0.384
C -3.3204 -5.5108 -3.8033 -0.0306 -0.5372 0.4304 0.544
O -3.4252 -6.5316 -3.1812 0.0941 0.6968 -0.4410 -0.562
O -2.6440 -4.4099 -3.3683 -0.4654 -0.9757 -0.3013 -0.126
H -2.7107 -1.3923 -4.8519 -0.0247 -0.2099 0.1982 0.414
H -3.3734 -1.9099 -3.2856 0.0133 -0.1544 -0.0929 0.561
H -1.6372 -1.8259 -3.5129 -0.1045 -0.0003 -0.0425 0.213
H -1.6133 -3.7302 -5.0050 -0.1328 -0.0988 0.0288 0.041
H -3.5815 -3.7322 -6.3675 -0.0876 -0.2148 0.1916 0.317
H -4.6670 -3.4087 -4.9970 0.1359 0.0700 0.1258 0.260
C 1.7721 -2.1941 -9.2228 -0.2457 0.0799 -0.4575 -1.467
C 0.9569 -1.5952 -8.0964 0.8746 -0.1546 -0.7372 0.490
C 1.2124 -2.2356 -6.7636 0.5937 0.0433 0.4500 -0.567
O -0.0264 -2.0508 -6.0905 -0.6012 0.0178 -0.3703 -0.166
C -0.9879 -1.9672 -7.0513 -0.8367 0.0747 -0.0549 0.591
O -2.1669 -2.0036 -6.8360 1.1788 0.0863 -0.7396 -0.523
O -0.4337 -1.8391 -8.2906 -0.4473 -0.0354 0.7856 -0.355
H 2.8386 -2.1958 -8.9856 -0.1004 0.0528 0.0542 0.370
H 1.4526 -3.2173 -9.4401 0.0495 0.0573 0.2204 0.359
H 1.6238 -1.6198 -10.1413 0.0917 -0.0298 0.1103 0.356
H 1.1097 -0.5113 -8.0541 -0.0401 -0.0683 0.1054 0.260
H 2.0229 -1.7479 -6.2185 -0.2235 -0.0398 0.0867 0.311
H 1.4203 -3.3084 -6.8252 -0.0112 0.0537 -0.1599 0.321
```
Positions in Å, forces in eV/Å.

Summary:
Total charge: -1
Kohn-Sham gap, hartree: 0.2284